# 1
{"formula": "C40H29BrCl2N4O4SY", "method": "ωB97M-V/def2-TZVPD", "total_energy_ha": -5992.5927, "gap_ev": 6.95, "charge": 1, "homo_ha": -0.3686, "de_lowest_kj_mol": 22.0, "symbols": ["Y", "C", "O", "C", "C", "C", "C", "C", "C", "C", "N", "C", "C", "N", "C", "C", "C", "C", "N", "C", "C", "N", "C", "C", "C", "C", "H", "H", "H", "H", "H", "H", "H", "H", "H", "H", "H", "H", "H", "H", "Cl", "C", "C", "C", "Cl", "C", "O", "C", "C", "O", "C", "H", "H", "H", "Br", "C", "C", "C", "C", "C", "C", "H", "H", "H", "H", "C", "S", "O", "C", "C", "C", "C", "C", "C", "H", "H", "H", "H", "H", "H", "H", "H"], "positions_angstrom": [[-1.110, 1.917, 0.043], [2.980, -11.572, 0.650], [3.827, -10.450, 0.441], [3.257, -9.230, 0.379], [1.890, -8.990, 0.500], [1.413, -7.691, 0.422], [2.275, -6.620, 0.224], [3.644, -6.876, 0.105], [4.132, -8.160, 0.180], [1.724, -5.267, 0.153], [0.455, -4.953, 0.296], [0.405, -3.595, 0.153], [1.654, -3.071, -0.074], [2.495, -4.157, -0.082], [1.898, -1.678, -0.252], [3.153, -1.094, -0.485], [3.254, 0.265, -0.635], [2.093, 1.037, -0.553], [0.900, 0.511, -0.337], [0.780, -0.828, -0.183], [-0.549, -1.367, 0.074], [-1.579, -0.492, 0.164], [-2.794, -0.952, 0.409], [-3.072, -2.311, 0.576], [-2.041, -3.210, 0.491], [-0.742, -2.742, 0.239], [3.634, -12.438, 0.671], [2.261, -11.678, -0.164], [2.451, -11.492, 1.602], [1.194, -9.800, 0.655], [0.353, -7.498, 0.517], [4.354, -6.071, -0.046], [5.190, -8.366, 0.091], [3.488, -4.157, -0.226], [4.040, -1.713, -0.543], [4.207, 0.743, -0.811], [2.132, 2.114, -0.663], [-3.584, -0.213, 0.484], [-4.085, -2.630, 0.774], [-2.197, -4.273, 0.619], [-7.122, 3.920, -4.326], [-5.903, 3.564, -3.148], [-6.075, 4.005, -1.831], [-5.125, 3.731, -0.878], [-5.335, 4.295, 0.742], [-3.955, 2.995, -1.181], [-3.081, 2.733, -0.261], [-3.797, 2.581, -2.526], [-2.621, 1.880, -2.976], [-1.637, 1.561, -2.305], [-4.779, 2.866, -3.494], [-6.959, 4.566, -1.561], [-2.618, 1.619, -4.045], [-4.638, 2.533, -4.515], [0.040, 2.432, 7.047], [-0.306, 2.316, 5.188], [0.083, 1.186, 4.491], [-0.179, 1.120, 3.127], [-0.817, 2.147, 2.412], [-1.190, 3.260, 3.182], [-0.949, 3.361, 4.547], [0.578, 0.373, 5.007], [0.141, 0.213, 2.614], [-1.721, 4.091, 2.719], [-1.260, 4.232, 5.108], [-1.431, 5.876, 0.052], [0.179, 5.131, 0.272], [0.064, 3.803, -0.488], [1.128, 6.179, -0.794], [1.950, 7.123, -0.197], [2.683, 7.978, -1.009], [2.598, 7.863, -2.388], [1.784, 6.897, -2.970], [1.038, 6.047, -2.173], [-1.663, 5.895, -1.012], [-1.399, 6.883, 0.465], [-2.153, 5.266, 0.597], [2.020, 7.187, 0.882], [3.327, 8.723, -0.562], [3.177, 8.526, -3.018], [1.732, 6.810, -4.047], [0.408, 5.280, -2.607]], "mulliken_charge": [0.91, -0.85, -0.46, 0.94, -0.46, -0.79, 0.35, -0.47, -0.81, 0.28, -0.84, 0.94, -0.04, -0.11, 0.15, -0.56, -1.10, -0.20, 0.12, 0.34, 0.11, 0.28, -0.17, -1.05, -0.57, 0.08, 0.24, 0.35, 0.35, 0.41, 0.47, 0.24, 0.42, 0.17, 0.44, 0.46, 0.45, 0.58, 0.45, 0.59, -0.21, 0.15, -0.53, 0.43, -0.18, -0.30, -0.37, 1.10, -0.25, -0.64, -1.11, 0.47, 0.31, 0.43, -0.19, 0.18, -0.92, -0.19, 0.78, 0.07, -0.87, 0.42, 0.18, 0.21, 0.43, -0.93, 0.45, -0.73, 0.60, -0.38, -0.61, -0.44, -0.64, -0.46, 0.38, 0.49, 0.22, 0.44, 0.40, 0.40, 0.40, 0.36]}



# 2
{"formula": "C10H11N5O4", "method": "ωB97M-V/def2-TZVPD", "total_energy_ha": -962.0996, "gap_ev": 6.23, "smiles": "N#Cc1cc([N+](=O)[O-])cc2c1no[n+]2[O-].CCCN", "homo_ha": -0.3265, "de_lowest_kj_mol": 62.3, "symbols": ["N", "C", "C", "C", "C", "N", "O", "O", "C", "C", "C", "N", "O", "N", "O", "H", "H", "C", "C", "C", "N", "H", "H", "H", "H", "H", "H", "H", "H", "H"], "positions_angstrom": [[5.778, 0.476, 0.134], [4.687, 0.402, 0.542], [3.335, 0.281, 1.000], [2.522, 1.240, 1.623], [1.146, 0.973, 1.891], [0.353, 1.982, 2.509], [0.880, 3.062, 2.856], [-0.872, 1.746, 2.697], [0.578, -0.283, 1.578], [1.424, -1.261, 1.073], [2.764, -1.005, 0.736], [3.421, -2.066, 0.208], [2.446, -3.083, 0.200], [1.200, -2.608, 0.727], [0.247, -3.357, 0.829], [2.941, 2.202, 1.927], [-0.472, -0.520, 1.717], [-2.634, 0.136, -3.489], [-3.002, -0.217, -2.049], [-2.132, 0.507, -1.007], [-2.212, 0.090, 0.337], [-3.242, -0.442, -4.189], [-2.806, 1.196, -3.702], [-1.583, -0.088, -3.694], [-4.046, 0.065, -1.863], [-2.922, -1.301, -1.903], [-1.076, 0.460, -1.328], [-2.413, 1.572, -1.003], [-2.483, -0.848, 0.582], [-1.829, 0.689, 1.063]], "mulliken_charge": [-0.44, -0.07, 0.16, -0.49, -0.26, 1.02, -0.58, -0.64, -0.17, -0.09, 0.82, -0.59, -0.17, 0.81, -0.62, 0.55, 0.74, -1.21, -0.33, -0.36, -0.43, 0.35, 0.31, 0.33, 0.25, 0.33, 0.20, 0.24, 0.19, 0.16]}